C41H46KN9O | ωB97M-V/def2-TZVPD

Results
multiplicity	1
HOMO	-6.91	eV
relative energy (zero: lowest compared OMol25 entry of this formula, charge and spin)	18.24	kJ/mol
E_tot	-75046.357	eV
Kohn-Sham gap	6.88	eV
LUMO level	-0.03	eV

The geometry in XYZ format:
```
98
Properties=species:S:1:pos:R:3:mulliken_charge:R:1
K 0.181 -0.531 -1.062 1.42
C 2.491 -4.083 1.240 -1.91
C 2.295 -2.786 0.506 0.42
N 1.775 -2.639 -0.642 0.13
C 1.219 -3.796 -1.345 -1.00
C 0.052 -3.387 -2.242 -0.62
N -1.123 -3.090 -1.467 0.04
C -2.204 -2.352 -2.069 -0.32
C -3.108 -1.722 -1.009 -1.10
N -2.313 -0.784 -0.228 1.34
C -2.997 0.061 0.735 -1.22
C -2.052 1.207 1.151 -0.84
N -0.710 0.687 1.281 0.22
C 0.184 1.136 2.052 0.58
C 0.069 2.315 2.985 -2.00
C 1.470 0.348 2.093 0.27
C 2.441 0.555 3.068 -0.71
C 3.496 -0.341 3.144 -0.86
C 3.522 -1.437 2.300 -0.94
C 2.522 -1.555 1.337 0.56
N 1.569 -0.642 1.216 0.70
H 2.499 -4.944 0.578 0.43
H 1.653 -4.178 1.939 0.16
H 3.421 -4.076 1.808 0.55
H 0.848 -4.546 -0.643 0.42
H 1.997 -4.248 -1.968 0.38
H -0.138 -4.201 -2.955 0.48
H 0.383 -2.528 -2.863 0.13
H -0.968 -2.969 -0.456 0.00
H -2.806 -2.985 -2.735 0.40
H -1.818 -1.529 -2.707 0.13
H -3.554 -2.514 -0.390 0.28
H -3.922 -1.191 -1.511 0.45
H -1.675 -1.356 0.350 -0.81
H -3.301 -0.502 1.629 0.35
H -3.900 0.490 0.290 0.40
H -2.436 1.692 2.055 0.38
H -2.039 1.954 0.349 0.37
H -0.844 2.876 2.804 0.48
H 0.917 2.989 2.851 0.42
H 0.069 1.983 4.026 0.33
H 2.368 1.373 3.771 0.45
H 4.271 -0.209 3.889 0.43
H 4.299 -2.183 2.390 0.44
C 2.692 8.210 -12.508 -0.85
O 3.544 7.171 -12.061 -0.46
C 3.161 6.471 -10.966 0.93
C 4.015 5.443 -10.568 -0.64
C 3.706 4.676 -9.466 -0.54
C 2.545 4.914 -8.728 0.03
C 1.698 5.935 -9.137 -0.89
C 1.994 6.713 -10.246 -0.33
C 2.194 4.118 -7.549 0.36
N 1.003 4.052 -7.003 -0.80
C 1.145 3.207 -5.931 1.04
C 2.437 2.758 -5.826 0.21
N 3.104 3.346 -6.875 -0.10
C 2.883 1.866 -4.802 0.05
C 4.191 1.385 -4.665 -0.51
C 4.490 0.529 -3.637 -1.10
C 3.466 0.169 -2.751 -0.11
N 2.231 0.613 -2.858 0.19
C 1.918 1.444 -3.866 -0.35
C 0.528 1.899 -3.973 -0.41
N -0.353 1.438 -3.067 0.19
C -1.608 1.827 -3.150 -0.02
C -2.083 2.706 -4.133 -1.13
C -1.196 3.183 -5.064 -0.53
C 0.142 2.777 -4.998 0.36
H 3.167 8.632 -13.389 0.24
H 2.582 8.987 -11.749 0.34
H 1.706 7.825 -12.780 0.34
H 4.909 5.259 -11.149 0.43
H 4.372 3.864 -9.199 0.28
H 0.794 6.117 -8.571 0.43
H 1.313 7.500 -10.535 0.39
H 4.087 3.295 -7.073 0.22
H 4.960 1.685 -5.368 0.40
H 5.487 0.134 -3.504 0.43
H 3.656 -0.514 -1.929 0.38
H -2.281 1.415 -2.402 0.30
H -3.126 2.989 -4.148 0.46
H -1.501 3.860 -5.852 0.56
C -2.687 -3.713 4.316 -1.76
C -1.289 -3.103 4.156 2.13
C -0.251 -4.057 4.765 -1.77
C -1.236 -1.763 4.904 -1.55
C -0.986 -2.886 2.728 -0.25
C -0.676 -2.714 1.551 -0.94
H -2.917 -3.878 5.373 0.40
H -2.748 -4.668 3.791 0.37
H -3.443 -3.049 3.894 0.33
H -0.456 -4.231 5.825 0.44
H 0.752 -3.637 4.669 0.28
H -0.271 -5.016 4.244 0.35
H -1.454 -1.900 5.968 0.45
H -1.967 -1.069 4.485 0.30
H -0.246 -1.313 4.805 0.26
```



C20H33HfN6O3P | ωB97M-V/def2-TZVPD

Results
multiplicity	1
HOMO	-19.60	eV
E_tot	-46915.737	eV
net charge	+4
Kohn-Sham gap	4.97	eV
LUMO level	-14.62	eV

The geometry in XYZ format:
```
64
Properties=species:S:1:pos:R:3:nbo_charge:R:1
N 0.145 2.158 -0.443 -0.67
C 0.168 3.321 -0.329 0.71
C 0.226 4.746 -0.243 -0.79
H -0.791 5.169 -0.291 0.33
H 0.818 5.139 -1.086 0.34
H 0.698 5.072 0.700 0.32
N 1.657 -1.080 -0.674 -0.69
C 2.622 -1.708 -0.821 0.73
C 3.814 -2.484 -0.943 -0.79
H 4.469 -2.023 -1.698 0.34
H 3.551 -3.507 -1.254 0.34
H 4.341 -2.521 0.024 0.33
N -1.914 -0.989 -0.428 -0.67
C -2.967 -1.485 -0.346 0.71
C -4.247 -2.119 -0.250 -0.79
H -4.228 -2.934 0.493 0.33
H -4.524 -2.544 -1.228 0.34
H -5.016 -1.388 0.047 0.33
Hf -0.065 0.051 0.007 2.15
C 0.066 -1.707 1.486 0.52
O 0.199 -2.710 2.055 -0.27
C 1.619 0.654 1.473 0.52
O 2.589 0.924 2.057 -0.29
C 0.482 1.356 -3.270 -0.20
C -0.909 1.426 -3.145 -0.22
C -1.673 0.247 -3.145 -0.24
C -1.041 -0.995 -3.269 -0.16
C 0.356 -1.065 -3.385 -0.24
C 1.117 0.109 -3.386 -0.22
H 1.084 2.278 -3.304 0.25
H -1.412 2.404 -3.075 0.25
H -2.772 0.307 -3.077 0.25
H -1.637 -1.920 -3.303 0.24
H 0.845 -2.044 -3.513 0.25
H 2.210 0.063 -3.515 0.25
C -3.305 -1.075 3.215 -0.40
N -1.932 -0.655 3.577 -0.84
C -1.357 -1.466 4.654 -0.41
P -1.443 0.813 3.066 2.51
O -1.284 0.890 1.540 -1.14
N -2.675 1.811 3.538 -0.82
C -2.961 3.027 2.787 -0.41
C -2.934 1.968 4.977 -0.43
N -0.072 1.397 3.772 -0.84
C 0.435 1.024 5.093 -0.42
C 0.256 2.792 3.416 -0.42
H -3.296 -2.170 3.163 0.22
H -3.598 -0.677 2.239 0.19
H -4.039 -0.734 3.963 0.25
H -1.858 -2.436 4.595 0.24
H -0.290 -1.639 4.495 0.20
H -1.530 -1.031 5.652 0.24
H -2.958 2.823 1.717 0.20
H -3.961 3.333 3.102 0.25
H -2.254 3.839 2.998 0.19
H -3.922 2.421 5.064 0.25
H -2.952 1.011 5.499 0.22
H -2.206 2.615 5.480 0.21
H 0.814 0.002 5.084 0.22
H 1.284 1.683 5.281 0.24
H -0.297 1.136 5.903 0.23
H 1.331 2.914 3.573 0.24
H 0.027 3.008 2.367 0.18
H -0.296 3.504 4.053 0.24
```



C56H122N6O8 | ωB97M-V/def2-TZVPD

Results
multiplicity	1
HOMO	-8.06	eV
relative energy (zero: lowest compared OMol25 entry of this formula, charge and spin)	88.03	kJ/mol
E_tot	-85364.633	eV
SMILES	CC1(C)CCCC(C)(C)N1O.CC1(C)CCCC(C)(C)N1O.CC1(C)CCCC(C)(C)N1O.CC1(C)CCCC(C)(C)N1O.CC1(C)CCCC(C)(C)N1O.CC1(C)CCCC(C)(C)N1O.CO.CO
Kohn-Sham gap	8.48	eV
LUMO level	0.42	eV

The geometry in XYZ format:
```
192
Properties=species:S:1:pos:R:3:mulliken_charge:R:1
C 9.873 -14.327 -0.992 -1.47
C 8.541 -13.596 -1.033 2.95
C 8.716 -12.312 -1.853 -0.03
C 7.415 -11.715 -2.319 -0.95
C 6.624 -12.750 -3.128 -1.07
C 6.372 -14.007 -2.305 1.78
N 7.566 -14.472 -1.676 0.52
O 7.354 -15.656 -0.942 -0.47
C 5.161 -13.762 -1.360 -1.97
C 5.854 -15.066 -3.292 -1.85
C 8.122 -13.163 0.387 -1.36
H 9.968 -14.998 -0.137 0.41
H 10.755 -13.684 -1.028 -0.69
H 9.962 -14.939 -1.894 0.46
H 9.274 -11.583 -1.260 -0.08
H 9.369 -12.521 -2.707 -0.71
H 7.563 -10.817 -2.920 0.36
H 6.754 -11.407 -1.499 0.43
H 7.261 -13.002 -3.987 -0.09
H 5.722 -12.280 -3.513 0.58
H 4.427 -13.141 -1.886 0.42
H 4.591 -14.673 -1.164 0.46
H 5.331 -13.210 -0.433 0.30
H 5.680 -16.026 -2.804 0.47
H 4.922 -14.740 -3.753 0.39
H 6.597 -15.256 -4.071 0.16
H 7.399 -12.346 0.335 0.37
H 8.968 -12.795 0.966 -0.19
H 7.637 -13.929 1.002 0.43
H 6.911 -15.343 -0.138 0.37
C 14.067 -12.332 -6.507 -1.43
C 13.086 -13.379 -7.062 1.72
C 13.911 -14.681 -7.134 -1.12
C 13.068 -15.938 -7.315 -0.93
C 12.026 -15.989 -6.216 -1.28
C 11.162 -14.736 -6.085 2.76
N 12.020 -13.545 -6.088 -0.09
O 11.244 -12.363 -5.960 1.80
C 10.189 -14.722 -7.292 -1.94
C 10.305 -14.792 -4.830 -0.89
C 12.675 -13.003 -8.502 -1.75
H 14.737 -12.778 -5.771 -0.04
H 13.563 -11.443 -6.128 0.10
H 14.774 -11.960 -7.258 0.58
H 14.604 -14.565 -7.973 0.46
H 14.531 -14.830 -6.247 -0.06
H 13.720 -16.813 -7.230 0.53
H 12.641 -16.031 -8.315 0.46
H 12.363 -16.373 -5.249 -0.15
H 11.322 -16.792 -6.482 0.45
H 9.492 -15.566 -7.247 0.55
H 9.532 -13.850 -7.257 0.15
H 10.710 -14.867 -8.235 0.43
H 9.933 -13.795 -4.571 -0.38
H 9.348 -15.306 -4.947 0.79
H 10.839 -15.190 -3.971 -1.40
H 13.456 -12.445 -9.010 0.50
H 11.770 -12.384 -8.532 0.18
H 12.414 -13.894 -9.073 0.46
H 10.853 -12.255 -6.843 -0.44
C 17.735 -15.641 -3.439 -2.41
C 17.393 -14.466 -2.507 1.94
C 16.589 -15.055 -1.345 -1.22
C 16.395 -14.043 -0.237 0.91
C 17.773 -13.627 0.264 -1.74
C 18.664 -13.019 -0.814 1.77
N 18.610 -13.886 -1.995 0.56
O 19.540 -13.531 -2.988 -0.48
C 18.187 -11.602 -1.161 -1.49
C 20.101 -12.976 -0.302 -2.00
C 16.474 -13.526 -3.315 -0.82
H 16.833 -16.240 -3.593 0.26
H 18.421 -16.332 -2.938 0.57
H 18.127 -15.326 -4.403 0.43
H 15.632 -15.449 -1.705 -0.07
H 17.157 -15.924 -0.992 0.47
H 15.903 -14.464 0.647 0.34
H 15.736 -13.243 -0.581 -0.58
H 18.247 -14.494 0.739 0.36
H 17.683 -12.946 1.119 0.54
H 18.644 -11.236 -2.078 0.38
H 17.105 -11.569 -1.308 0.07
H 18.383 -10.955 -0.301 0.43
H 20.583 -13.946 -0.399 0.42
H 20.674 -12.231 -0.856 0.39
H 20.086 -12.643 0.737 0.40
H 17.044 -12.844 -3.950 0.39
H 15.871 -12.939 -2.621 -0.10
H 15.801 -14.083 -3.969 -0.04
H 20.170 -14.259 -2.983 0.32
C 10.265 -11.348 3.546 -1.81
C 11.780 -11.434 3.756 1.92
C 12.299 -12.874 3.660 -1.77
C 12.240 -13.413 2.249 -0.19
C 13.094 -12.526 1.346 0.16
C 12.734 -11.048 1.392 2.68
N 12.587 -10.671 2.812 0.23
O 12.279 -9.286 2.931 -0.52
C 13.885 -10.218 0.821 -2.23
C 11.485 -10.749 0.542 -0.97
C 12.117 -10.993 5.176 -2.09
H 9.696 -11.334 4.478 0.48
H 9.873 -12.080 2.842 0.18
H 10.024 -10.343 3.176 0.38
H 13.331 -12.937 4.020 0.41
H 11.776 -13.508 4.386 0.40
H 11.211 -13.561 1.902 -0.19
H 12.622 -14.440 2.205 0.55
H 12.942 -12.945 0.344 -0.97
H 14.149 -12.674 1.594 0.37
H 13.610 -9.171 0.737 0.65
H 14.757 -10.319 1.479 0.51
H 14.228 -10.626 -0.133 0.05
H 11.455 -9.682 0.316 0.45
H 11.471 -11.330 -0.381 -0.49
H 10.542 -10.938 1.052 0.20
H 11.859 -9.938 5.325 0.43
H 13.177 -11.114 5.391 0.43
H 11.479 -11.469 5.922 0.42
H 13.141 -8.863 2.997 0.37
C 10.459 -20.274 0.426 -2.04
C 11.373 -19.173 -0.115 2.30
C 12.683 -19.227 0.689 -1.72
C 13.803 -18.392 0.061 0.06
C 13.940 -18.818 -1.387 -1.80
C 12.652 -18.658 -2.195 2.15
N 11.591 -19.404 -1.531 0.19
O 10.392 -19.440 -2.253 -0.50
C 12.310 -17.197 -2.483 -1.10
C 12.942 -19.309 -3.563 -2.24
C 10.685 -17.833 0.245 -1.82
H 10.908 -21.237 0.166 0.50
H 9.484 -20.238 -0.058 0.38
H 10.366 -20.227 1.509 0.38
H 12.513 -18.896 1.713 0.40
H 12.976 -20.283 0.703 0.39
H 14.741 -18.534 0.599 0.49
H 13.526 -17.334 0.139 -0.15
H 14.067 -19.910 -1.339 0.45
H 14.800 -18.450 -1.945 0.35
H 11.496 -17.090 -3.202 0.64
H 12.041 -16.589 -1.616 -0.32
H 13.172 -16.616 -2.835 0.61
H 12.080 -19.162 -4.218 0.35
H 13.771 -18.766 -4.023 0.33
H 13.172 -20.369 -3.491 0.49
H 11.304 -16.937 0.286 -0.16
H 10.327 -17.893 1.280 0.58
H 9.776 -17.687 -0.345 0.53
H 10.103 -18.520 -2.369 0.37
C 10.257 -9.110 -9.642 -1.99
C 10.188 -8.899 -8.126 1.90
C 9.798 -7.437 -7.918 -1.31
C 9.368 -7.091 -6.494 -0.68
C 8.224 -8.033 -6.115 -1.52
C 8.554 -9.527 -6.261 1.93
N 9.164 -9.764 -7.566 -0.02
O 9.382 -11.132 -7.833 -0.31
C 9.469 -9.925 -5.093 -0.90
C 7.231 -10.276 -6.179 -1.93
C 11.598 -9.108 -7.527 -1.84
H 11.148 -8.660 -10.072 0.39
H 9.360 -8.734 -10.135 0.44
H 10.287 -10.183 -9.849 0.39
H 10.676 -6.825 -8.145 0.41
H 8.979 -7.113 -8.564 0.37
H 8.915 -6.100 -6.419 0.47
H 10.178 -7.142 -5.766 0.27
H 7.325 -7.836 -6.707 0.41
H 7.982 -7.886 -5.060 0.51
H 10.481 -9.537 -5.161 0.22
H 9.038 -9.681 -4.119 0.65
H 9.538 -11.016 -5.036 -0.58
H 7.337 -11.362 -6.146 0.15
H 6.629 -9.872 -5.369 0.41
H 6.733 -10.127 -7.144 0.56
H 12.383 -8.791 -8.217 0.57
H 11.775 -10.171 -7.347 0.25
H 11.741 -8.539 -6.610 0.28
H 8.754 -11.363 -8.524 0.32
C 13.960 -9.396 -3.674 -0.22
O 13.493 -9.870 -2.430 -0.40
H 13.260 -9.611 -4.488 -0.28
H 14.213 -8.338 -3.618 0.33
H 14.865 -9.951 -3.964 0.19
H 12.686 -10.383 -2.576 0.20
C 12.844 -13.078 -2.905 1.79
O 11.962 -12.034 -3.291 0.83
H 13.158 -12.912 -1.879 -0.50
H 12.378 -14.056 -3.064 -0.80
H 13.656 -13.090 -3.638 -0.48
H 11.563 -12.163 -4.162 -0.62
```